A structure of composition C24H22FInN5O12S, computed with the ωB97M-V functional and the def2-TZVPD basis.

XYZ file:
```
66
Properties=species:S:1:pos:R:3:forces:R:3:lowdin_charge:R:1
O -1.4863 1.4892 -3.4146 0.357 -1.550 -2.550 -0.144
N -1.1929 1.1969 -4.5881 0.095 2.661 2.384 -0.143
O -1.0172 2.3108 -5.3217 -0.481 -1.895 -0.343 -0.347
In -2.3390 3.8357 -4.7507 1.468 1.717 0.796 0.590
S -4.6235 2.8432 -4.5717 -5.561 -0.747 5.029 0.657
O -4.7016 2.1463 -3.1575 0.730 1.912 -5.290 -0.487
O -5.7864 3.8603 -4.6609 3.695 -2.967 -0.726 -0.480
F -4.9484 1.5750 -5.7129 0.260 1.407 1.103 -0.371
H -2.1903 5.2209 -5.8829 -0.219 -0.676 -0.046 -0.093
H -1.8739 4.3900 -3.0988 -1.122 -1.069 -1.481 -0.006
C 0.6750 -2.3658 0.4413 0.043 0.112 -0.159 -0.074
C 2.0139 -2.0000 0.5882 -0.227 0.114 -0.263 -0.068
C 2.6349 -1.2125 -0.3832 -0.069 0.017 -0.019 0.005
C 1.9009 -0.7912 -1.5006 -0.482 -0.614 0.767 -0.135
C 0.5588 -1.1634 -1.6544 0.053 0.035 -0.073 0.013
C -0.0506 -1.9536 -0.6777 0.429 0.073 0.090 -0.063
N 2.5408 0.0580 -2.5125 0.245 0.904 -1.259 -0.323
O 3.7349 0.3500 -2.3500 -1.482 -0.389 -0.183 0.046
O 1.8496 0.4376 -3.4686 1.211 -0.687 1.582 0.073
H 0.1935 -2.9753 1.2042 0.093 0.099 -0.135 0.100
H 2.5732 -2.3264 1.4624 -0.115 0.165 -0.367 0.069
H 3.6790 -0.9358 -0.2540 -0.278 0.033 -0.201 0.117
H -0.0212 -0.8476 -2.5191 0.267 0.129 0.139 0.112
H -1.0929 -2.2452 -0.7865 0.208 0.118 -0.046 0.105
C 0.6690 10.2142 -2.9708 -0.015 -0.106 -0.005 -0.091
C -0.5404 9.7535 -2.4479 0.311 -0.271 -0.148 -0.077
C -0.8086 8.3839 -2.4069 0.124 -0.010 -0.031 0.002
C 0.1476 7.4801 -2.8901 -0.023 0.925 -0.328 -0.127
C 1.3593 7.9403 -3.4227 -0.073 0.018 0.060 -0.001
C 1.6151 9.3124 -3.4611 -0.389 -0.126 0.209 -0.079
N -0.1177 6.0379 -2.8263 -0.180 -0.859 0.118 -0.327
O -1.2091 5.6713 -2.3657 2.222 1.465 0.742 -0.059
O 0.7659 5.2696 -3.2326 -1.051 0.776 0.579 0.055
H 0.8759 11.2827 -2.9956 -0.045 -0.207 -0.005 0.100
H -1.2734 10.4626 -2.0691 0.116 -0.193 -0.078 0.104
H -1.7558 8.0409 -1.9962 0.306 -0.151 -0.157 0.120
H 2.1082 7.2502 -3.8057 -0.361 -0.019 0.152 0.119
H 2.5540 9.6794 -3.8698 -0.180 -0.128 0.068 0.103
C 3.2934 -3.7655 7.2256 0.031 0.005 -0.148 -0.075
C 2.8795 -4.8253 6.4172 0.194 0.315 -0.164 -0.065
C 3.1061 -4.7851 5.0401 0.050 0.065 -0.008 0.003
C 3.7552 -3.6755 4.4812 -0.183 -0.046 1.015 -0.139
C 4.1649 -2.6067 5.2893 -0.012 -0.049 -0.012 0.001
C 3.9302 -2.6570 6.6649 -0.115 -0.328 -0.252 -0.069
N 4.0191 -3.6388 3.0377 0.291 -0.140 -1.259 -0.330
O 3.6243 -4.5949 2.3539 0.585 1.461 0.989 0.065
O 4.6249 -2.6563 2.5863 -0.834 -1.384 0.625 0.054
H 3.1195 -3.8040 8.2996 0.021 0.014 -0.228 0.106
H 2.3825 -5.6851 6.8614 0.086 0.179 -0.165 0.109
H 2.7776 -5.6191 4.4237 0.157 0.322 -0.019 0.120
H 4.6653 -1.7372 4.8681 -0.148 -0.323 -0.097 0.120
H 4.2472 -1.8337 7.3011 -0.055 -0.147 -0.191 0.107
C -4.1355 -5.4167 -0.0305 0.052 0.004 0.116 -0.069
C -3.4338 -6.5447 0.3976 -0.007 0.324 0.273 -0.069
C -2.8055 -6.5466 1.6445 -0.031 0.052 0.015 -0.005
C -2.8905 -5.4098 2.4601 -0.441 -0.016 -0.894 -0.148
C -3.5878 -4.2732 2.0295 0.018 -0.057 0.006 0.000
C -4.2097 -4.2822 0.7794 0.186 -0.310 0.124 -0.061
N -2.2537 -5.4147 3.7826 0.545 0.060 1.166 -0.328
O -1.6301 -6.4322 4.1195 -0.846 1.446 -0.416 0.050
O -2.3795 -4.4034 4.4878 0.232 -1.508 -0.986 0.059
H -4.6285 -5.4221 -1.0011 0.121 0.022 0.202 0.110
H -3.3792 -7.4246 -0.2399 0.031 0.175 0.175 0.107
H -2.2626 -7.4335 1.9637 -0.094 0.336 0.109 0.117
H -3.6576 -3.3824 2.6503 0.134 -0.330 -0.016 0.120
H -4.7560 -3.4059 0.4374 0.151 -0.157 0.114 0.114
```
Forces are in eV/Å.

Output
E_LUMO	0.37	eV
net charge	-1
gap between HOMO and LUMO	5.44	eV